Here is the molecule C6H10O2S at a distorted geometry from the Open Molecules 2025 dataset. Energies are from ωB97M-V/def2-TZVPD.

Atoms and positions in Å:
C1 -1.89425 -0.22186 0.09592
C2 0.18952 -1.12088 -0.29655
C3 -0.56648 -1.96110 0.70307
C4 -0.34973 0.30086 -0.01559
C5 -0.00648 0.88927 1.33352
C6 -0.05622 1.26466 -1.19301
O1 -4.46240 -0.14858 -0.27833
O2 -1.91660 -1.48445 0.51874
S1 -3.22874 0.67522 -0.37920
H1 1.29028 -1.21079 -0.22084
H2 -0.02615 -1.29159 -1.36170
H3 -0.42466 -3.04041 0.60721
H4 -0.28055 -1.51208 1.68716
H5 0.96616 1.13534 1.10867
H6 -0.15046 0.15554 2.09902
H7 -0.55458 1.75872 1.44228
H8 -0.62386 0.89671 -1.97915
H9 1.00227 1.28630 -1.43444
H10 -0.40734 2.19055 -0.78092

The charge is 0. The relative energy (zero: lowest compared OMol25 entry of this formula, charge and spin) is 141.72 kJ/mol. The calculation puts the orbital gap at 8.82 eV. The lowest unoccupied orbital energy comes out at 0.7 eV. The total energy comes out at -783.2024 a.u. The molecular weight is 146.21 g mol⁻¹.